No. 1
The following is a DFT calculation (ωB97M-V/def2-TZVPD) of 2 unconnected molecules or ions with the total composition C5H15NO2 in a non-equilibrium geometry.

Computed properties:
LUMO energy = 0.0295 Eh
maximum force = 3.82 eV/Å
E_tot = -11011.3825 eV
SMILES string = CCC[C@H](N)CO.O

```
23
C5H15NO2 | the OMol25 dataset | ωB97M-V/def2-TZVPD
O 0.8767 1.4278 -2.0048
O -1.8540 3.8424 -0.4473
N -1.2209 -0.5128 0.1242
C 0.9867 -2.3563 1.0867
C 0.3289 0.2329 -1.6692
C 0.1418 -0.0077 -0.0689
C 1.2345 -0.8832 0.5998
C -0.0068 -2.3961 2.2258
H -1.5224 3.1877 -0.9929
H 0.7841 -0.6803 -2.0969
H 0.8028 -3.1139 0.3104
H -1.0591 -2.8598 2.1145
H -1.2904 -1.1905 0.9121
H 1.9153 -2.5874 1.5776
H -0.3673 -1.4193 2.6636
H -0.7341 0.2445 -2.0594
H 0.4136 -2.9624 3.0638
H 1.7971 -0.4847 1.5379
H -2.7677 3.8004 -0.1602
H -1.7948 0.2311 0.3296
H 1.7836 1.6246 -1.6852
H 2.0870 -0.8733 -0.0188
H 0.2062 0.9741 0.2072
```


No. 2
The following is a DFT calculation (ωB97M-V/def2-TZVPD) of a molecular structure, C13H23AlI2OP2Se in a non-equilibrium geometry.

Computed properties:
LUMO energy = -0.3375 Eh
net charge = +2
maximum force = 10.36 eV/Å
E_tot = -122609.0342 eV

```
43
C13H23AlI2OP2Se | the OMol25 dataset | ωB97M-V/def2-TZVPD
I -1.6891 -5.1604 -4.9834
I -2.8295 -6.4096 -2.9008
Se 0.9453 0.9385 -1.3264
P 1.7015 -1.8846 0.2510
P -2.2661 0.3343 -0.6084
Al -0.3244 -0.8844 -0.2661
O -1.1700 -3.1027 -2.0855
C 1.1266 4.4334 1.0601
C 1.1423 1.6858 1.5308
C -3.2069 0.6687 0.9274
C 3.1578 -0.8593 -0.1769
C -0.8391 -2.2345 -1.3737
C 2.0761 -3.5018 -0.5249
C 1.0676 3.5381 -0.0166
C 1.1959 3.9521 2.3685
C -1.9722 2.0087 -1.2908
C 1.2060 2.5771 2.6040
C 1.9291 -2.2075 2.0396
C 1.0710 2.1528 0.2078
C -3.5270 -0.3699 -1.7358
H -3.5533 -0.2780 1.3506
H 1.1771 -2.9273 2.3740
H 1.0065 3.9237 -1.0254
H 1.2565 2.2006 3.6184
H 1.3059 -4.2252 -0.2443
H 3.1909 -0.7154 -1.2602
H -2.9059 2.5777 -1.3584
H 1.1419 0.6374 1.7438
H -1.5240 1.9190 -2.2839
H -3.0870 -0.5152 -2.7261
H 3.0564 -3.8723 -0.2078
H -2.5301 1.1439 1.6420
H 4.0870 -1.3317 0.1601
H 3.0373 0.1159 0.3015
H -3.8469 -1.3449 -1.3579
H -4.0653 1.3204 0.7314
H 2.9310 -2.5990 2.2465
H 1.1131 5.5003 0.8806
H 1.7753 -1.2672 2.5754
H -1.2658 2.5226 -0.6338
H 1.2373 4.6416 3.2035
H -4.3956 0.2919 -1.8170
H 2.0630 -3.3933 -1.6128
```


No. 3
The following is a DFT calculation (ωB97M-V/def2-TZVPD) of 2 unconnected molecules or ions with the total composition C4H12NOS in a non-equilibrium geometry.

Computed properties:
LUMO energy (spin up / spin down) = -0.1340 / -0.1340 Eh
net charge = +1
maximum force = 5.82 eV/Å
E_tot = -18704.9274 eV

```
19
C4H12NOS | the OMol25 dataset | ωB97M-V/def2-TZVPD
S -2.0806 -1.0691 -0.4872
O -1.7729 0.7299 1.3831
N 0.8564 -1.8592 0.3037
C 0.9919 -0.4098 0.6245
C -1.0172 1.4971 -0.7853
C -1.3151 0.3843 0.1440
C 1.9200 0.2334 -0.2736
H -2.7048 -1.3352 0.5983
H 1.5055 0.5210 -1.3116
H 0.0428 -2.1771 -0.2985
H -2.1006 1.7259 1.4054
H 2.1636 1.3834 0.0011
H 1.5894 -2.0800 -0.5043
H 1.0186 -0.1977 1.6417
H 2.7991 -0.2677 -0.4619
H 0.8343 -2.4960 1.1073
H -1.9424 1.6729 -1.3634
H -0.7738 2.5508 -0.3980
H -0.0142 1.1932 -1.3253
```


No. 4
The following is a DFT calculation (ωB97M-V/def2-TZVPD) of 3 unconnected molecules or ions with the total composition C5H9IO in a non-equilibrium geometry.

Computed properties:
LUMO energy = 0.0252 Eh
maximum force = 3.97 eV/Å
E_tot = -15475.0664 eV
SMILES string = C=C(C)O.C#C.I

```
16
C5H9IO | the OMol25 dataset | ωB97M-V/def2-TZVPD
I 5.6543 -0.0462 -0.1967
O -3.0387 -0.3540 -0.8461
C 1.4451 -1.1704 0.7103
C -1.1400 0.5518 -1.6311
C 1.8682 -1.4798 1.7667
C -1.9704 0.3355 -0.6303
C -1.7011 0.6763 0.7730
H 2.5195 -1.4391 2.6105
H -1.1352 0.0194 -2.6170
H 5.1162 0.7808 -1.4084
H -0.1127 0.9679 -1.5123
H -2.1892 1.6740 0.9564
H -3.6651 -0.4090 -0.1657
H -2.0695 -0.0263 1.5065
H 0.9401 -0.8601 -0.1575
H -0.5214 0.7791 0.8414
```